This record from the Open Molecules 2025 dataset describes the molecule C2H2BrF2NO. The level of theory is the ωB97M-V functional and the def2-TZVPD basis.

Geometry (Å):
C 0.62505 0.89841 1.03257
C -0.15393 2.14648 1.87005
N 1.36734 0.19375 1.87215
O 0.51667 0.82668 -0.13641
F -1.42091 1.79020 2.20659
F 0.44052 2.23214 3.14882
Br -0.00671 3.69146 0.81802
H 1.36632 0.32504 2.80126
H 1.72058 -0.65740 1.52740

DFT total energy = -2980.95004 Ha
Spin multiplicity = 3
Total charge = 0
Maximum force = 10.37 eV/A
Gap between HOMO and LUMO (alpha / beta) = 5.77 / 7.42 eV
ΔE to the lowest compared entry with this formula, charge and spin = 5.91 kcal per mole
Expectation value of S² = 2.008